{"formula": "C2H7IO", "method": "the ωB97M-V functional and the def2-TZVPD basis", "symbols": ["C", "C", "I", "H", "H", "H", "H", "H", "O", "H", "H"], "coordinates": [[-0.16330, -0.00829, 1.16131], [-0.12935, -1.50937, 1.42277], [-1.58380, -2.51413, 0.12961], [0.26027, 0.51147, 2.03712], [-1.17744, 0.38385, 0.97598], [0.46557, 0.21324, 0.28263], [-0.42699, -1.65625, 2.47883], [0.86457, -1.97694, 1.28506], [0.71487, 2.48516, -3.51064], [0.55225, 2.54303, -2.54190], [0.62335, 1.52822, -3.72078]], "atomic_forces_ev_per_a": [[0.5, 0.2, -0.4], [-0.3, 0.0, 0.7], [0.6, 0.2, 0.5], [-0.1, -0.1, -0.4], [0.4, -0.3, 0.2], [-0.3, 0.1, 0.3], [-0.1, -0.4, -0.7], [-0.7, 0.3, -0.2], [-0.2, -0.9, 0.8], [0.2, -0.1, -1.1], [0.1, 1.0, 0.3]], "multiplicity": 1, "lumo_energy_ev": 0.4, "homo_ev": -9.6, "de_lowest_kcal_mol": 1.16, "smiles": "CCI.O", "orbital_gap_ev": 9.945}


{"formula": "C20H50BrN6O12", "method": "the ωB97M-V functional and the def2-TZVPD basis", "symbols": ["C", "C", "O", "N", "H", "H", "C", "H", "H", "H", "H", "H", "H", "C", "C", "O", "N", "H", "H", "C", "H", "H", "H", "H", "H", "H", "C", "C", "O", "N", "H", "H", "C", "H", "H", "H", "H", "H", "H", "C", "C", "O", "N", "H", "H", "C", "H", "H", "H", "H", "H", "H", "C", "C", "O", "N", "H", "H", "C", "H", "H", "H", "H", "H", "H", "C", "C", "O", "N", "H", "H", "C", "H", "H", "H", "H", "H", "H", "Br", "O", "C", "O", "O", "H", "O", "C", "O", "O", "H"], "coordinates": [[2.54788, 6.28572, -3.74845], [1.42622, 5.26262, -3.75501], [1.30404, 4.40934, -2.87247], [0.66256, 5.27732, -4.83527], [0.85111, 6.00059, -5.48816], [3.48320, -1.63416, -6.17192], [-0.24807, 4.23464, -5.10976], [2.48382, 7.01000, -4.54303], [3.45410, 5.71869, -3.76097], [2.56233, 6.89025, -2.81566], [-0.87860, 4.19126, -4.18684], [0.27972, 3.27881, -5.32012], [-0.96665, 4.50081, -5.91704], [-2.26942, 5.94388, 11.28421], [-2.72311, 4.55996, 11.18354], [-3.45672, 3.93206, 11.88639], [-2.06782, 3.69941, 9.97539], [-2.84418, 3.35232, 9.35058], [-1.43864, 4.26085, 9.39889], [-1.37024, 2.54182, 10.71281], [-2.62301, 6.48985, 10.43577], [-1.15942, 6.08356, 11.31442], [-2.61542, 6.46209, 12.20342], [-2.12954, 2.01019, 11.25773], [-0.55070, 2.87754, 11.37572], [-0.84842, 1.89535, 9.98798], [4.43264, 2.87588, -0.77675], [3.79913, 4.20746, -1.03390], [4.35348, 5.17726, -1.44481], [2.37740, 4.28989, -0.56754], [1.84649, 4.35725, -1.48662], [1.92553, 3.50289, 0.02154], [2.09718, 5.52758, 0.33387], [4.02279, 2.45041, 0.12270], [5.50410, 2.98834, -0.59325], [4.25200, 2.17987, -1.63473], [2.57077, 5.36701, 1.30259], [1.05307, 5.73367, 0.51300], [2.44951, 6.42537, -0.17396], [-2.98756, 1.58700, 2.39735], [-2.69522, 0.58039, 1.32912], [-2.67402, -0.56940, 1.29944], [-2.26381, 1.31227, -0.06806], [-1.27034, 1.58543, 0.21090], [-2.41060, 0.56678, -0.71046], [-2.86718, 2.58482, -0.51004], [-3.86658, 2.13961, 2.03430], [-2.17894, 2.28891, 2.52116], [-3.22561, 1.27391, 3.39148], [-2.89249, 3.31441, 0.35942], [-3.83872, 2.36543, -0.82231], [-2.26908, 3.05968, -1.30363], [-2.90410, -6.67003, -3.68216], [-2.14283, -6.64788, -2.43091], [-1.00386, -7.14094, -2.39699], [-2.66520, -6.01560, -1.37864], [-2.11449, -3.35231, -2.34681], [-3.61975, -5.74111, -1.55247], [-2.19485, -5.98134, 0.00804], [-2.40273, -7.26639, -4.47835], [-3.05862, -5.69975, -4.01803], [-3.86418, -7.17647, -3.48840], [-2.89167, -6.23448, 0.75633], [-1.71208, -5.02863, 0.21492], [-1.48957, -6.79739, 0.08426], [3.73522, -6.92794, -1.27992], [2.32718, -7.43252, -1.33610], [1.75550, -8.02226, -0.46754], [1.51983, -7.37778, -2.64804], [0.51083, -7.35731, -2.42098], [1.81619, -6.55554, -3.11824], [1.72545, -8.52414, -3.58735], [3.84328, -5.92283, -1.70734], [4.47432, -7.62698, -1.71905], [4.02521, -6.78956, -0.24954], [1.23142, -9.40973, -3.04717], [2.81708, -8.72105, -3.67233], [1.31841, -8.28758, -4.56291], [0.52363, 2.22921, 0.98608], [-0.07145, -1.27113, -1.54170], [-1.24643, -1.78849, -1.75178], [-2.21161, -1.12400, -1.61205], [-1.18529, -3.06675, -2.29211], [0.58479, -1.90501, -1.79239], [1.44636, -1.87757, -3.99493], [1.92985, -1.30641, -5.11222], [1.53473, -0.29823, -5.66000], [2.97191, -2.10365, -5.46802], [0.57859, -1.48734, -3.78812]], "atomic_forces_ev_per_a": [[-0.9, 0.5, 1.3], [1.0, 1.0, -0.4], [-0.5, -0.5, 0.0], [0.8, 0.5, 0.0], [0.0, 0.3, -0.6], [-0.6, -0.5, 0.6], [-2.1, -0.8, 0.4], [0.1, 0.0, -0.5], [0.7, -0.1, -0.2], [-0.1, -0.6, -0.4], [0.4, -0.7, -0.7], [-0.6, 0.5, 0.2], [0.9, -0.2, 0.4], [1.3, 1.2, 1.0], [-1.2, -1.6, 1.4], [1.2, 1.0, -1.5], [-0.6, -0.3, 0.8], [0.9, 0.3, 0.9], [0.1, -0.1, 0.2], [1.1, -0.1, -1.1], [-0.3, 0.5, -0.7], [-0.7, -0.6, -0.3], [-0.2, -0.7, -0.6], [-0.2, -0.1, 0.1], [-0.8, 0.4, -0.2], [-0.6, 0.2, 0.1], [0.2, -0.4, -0.7], [0.7, -0.3, 1.3], [-0.7, -0.1, -0.1], [-1.0, 1.2, 1.9], [-0.3, 0.2, -0.1], [0.9, 0.2, -1.1], [0.7, -0.1, -1.0], [-0.4, -0.4, 0.2], [-0.1, 0.1, -0.5], [0.1, 0.5, 0.7], [0.2, 0.0, -0.3], [-0.5, -0.8, -0.3], [0.5, -0.2, 0.1], [-0.7, 0.6, -0.7], [0.2, 3.3, -0.2], [0.0, -2.3, 0.1], [-0.2, 0.9, 2.7], [0.3, -0.7, -0.7], [0.6, -0.9, -1.1], [0.9, 1.3, 1.6], [0.2, 0.1, 0.1], [0.5, 0.3, -0.5], [-0.1, -1.1, 0.3], [0.1, -1.0, -1.1], [-1.6, 0.0, -0.7], [-0.2, -0.5, 0.3], [-0.7, -2.6, -0.6], [2.3, -0.4, 0.6], [-0.4, 0.0, 0.3], [-1.7, 0.3, 0.2], [0.3, -0.1, -0.1], [-0.1, 0.1, 0.3], [1.7, -0.4, -1.4], [-0.2, 0.6, 0.8], [-0.5, 1.8, -0.8], [0.1, 0.4, -0.2], [-1.5, 0.1, 0.4], [0.0, -0.1, 0.2], [0.7, 0.1, 0.0], [0.3, 0.7, -0.4], [-0.9, -2.0, 0.6], [0.5, 0.8, -0.4], [1.7, -0.2, 0.3], [-0.5, 0.5, 0.2], [-0.1, 1.2, -0.7], [0.6, -1.8, 1.6], [0.0, -0.4, -0.4], [-0.6, 0.3, -0.1], [-0.2, -0.3, 0.4], [0.7, 1.2, -1.3], [-0.8, 0.1, 0.0], [-0.3, -0.1, 0.1], [0.0, 0.0, 0.2], [0.8, 0.3, 0.3], [0.3, -1.0, -1.4], [-2.1, 0.1, 0.2], [-0.5, 1.4, 1.0], [1.2, -0.7, 0.0], [-1.0, 0.2, 0.2], [0.7, 0.3, -0.7], [0.5, -1.6, 0.9], [0.0, 1.5, -0.7], [0.4, 0.2, -0.4]], "total_charge": 3, "multiplicity": 1, "lumo_energy_ev": -6.0, "homo_ev": -14.5, "orbital_gap_ev": 8.546}


{"formula": "C16H17Cl2F3I2N6O3Se3TeTi", "method": "the ωB97M-V functional and the def2-TZVPD basis", "symbols": ["Ti", "Se", "Se", "Te", "Se", "C", "N", "C", "C", "N", "N", "C", "N", "N", "H", "H", "H", "H", "H", "H", "H", "H", "H", "H", "H", "I", "C", "C", "C", "I", "C", "C", "C", "C", "N", "C", "C", "O", "H", "H", "H", "H", "Cl", "C", "Cl", "H", "H", "F", "C", "F", "F", "C", "O", "O"], "coordinates": [[0.02636, 0.72039, -0.74605], [-0.08588, 0.10719, -3.27089], [-1.03912, -1.72325, -4.11370], [-3.92681, 0.29531, -2.93120], [-1.79618, 1.37987, -2.34077], [-4.68774, -1.97201, 0.59095], [-3.83008, -0.81110, 0.62919], [-4.47975, 0.45072, 0.92280], [-2.59729, -0.80880, 0.06087], [-1.73716, 0.13889, 0.22871], [-2.26136, -1.93017, -0.68057], [-0.98289, -2.30292, -1.01723], [-0.86580, -3.61422, -1.40036], [0.02420, -1.51327, -0.83913], [-5.28968, -1.99065, -0.32305], [-5.35032, -1.93111, 1.45460], [-4.09290, -2.88227, 0.66624], [-5.51640, 0.39358, 0.59266], [-4.00493, 1.25690, 0.36178], [-4.44024, 0.68142, 1.99085], [-2.04171, 0.86486, 0.87687], [-3.01068, -2.32124, -1.24393], [-1.68765, -4.01447, -1.82900], [-0.03250, -3.82308, -1.93328], [0.91361, -1.97699, -1.04345], [4.57820, 0.38753, -2.75320], [3.93759, -0.18971, -0.81825], [4.78049, -0.83320, 0.06624], [4.30795, -1.19125, 1.31247], [5.64020, -2.24660, 2.58652], [2.99744, -0.91382, 1.73881], [2.42648, -1.26420, 2.97536], [1.10023, -0.93330, 3.20769], [0.36469, -0.25372, 2.25960], [0.87225, 0.13235, 1.07860], [2.15990, -0.23222, 0.81715], [2.61744, 0.10732, -0.47663], [1.77652, 0.66589, -1.30175], [5.79392, -1.06755, -0.22370], [3.00782, -1.78826, 3.71592], [0.63161, -1.19853, 4.14229], [-0.66039, 0.01973, 2.45928], [2.30914, 5.39972, -2.51603], [2.40191, 3.64671, -2.79816], [0.81916, 2.92970, -2.71035], [3.03191, 3.21208, -2.02142], [2.80939, 3.48745, -3.79686], [1.87998, 2.34494, 2.39272], [1.28932, 2.92329, 1.34290], [1.30520, 4.24814, 1.57737], [2.09512, 2.72442, 0.27776], [-0.14871, 2.45573, 1.03580], [-0.91610, 2.26260, 1.96511], [-0.41574, 2.49119, -0.19814]], "atomic_forces_ev_per_a": [[-3.1, -3.1, -1.2], [0.8, 0.0, -2.0], [-0.2, -0.8, -0.2], [-0.5, -0.2, 0.1], [-1.5, 1.5, -1.2], [0.1, 0.0, 0.0], [-0.1, -0.2, 0.0], [0.1, 0.1, 0.0], [0.6, 0.3, 0.0], [-1.0, -0.5, 1.0], [-0.5, -0.1, 0.1], [0.9, 0.3, 0.1], [0.0, -0.6, 0.3], [-0.3, -0.7, 0.1], [-0.1, -0.1, -0.1], [-0.1, 0.0, 0.0], [-0.1, 0.0, 0.0], [0.0, 0.1, 0.0], [-0.1, -0.1, 0.0], [-0.1, 0.0, 0.0], [-0.1, -0.2, 0.0], [0.2, 0.2, 0.0], [0.1, 0.1, 0.0], [-0.2, 0.2, -0.1], [-0.4, 0.1, -0.1], [-0.1, -0.2, 0.6], [-0.6, 0.5, -0.8], [0.1, -0.3, 0.7], [0.9, -0.4, 0.1], [-0.3, 0.2, -0.2], [-0.3, 0.2, -0.3], [-0.8, 0.3, 0.1], [1.1, -0.6, 0.3], [-0.2, 0.6, -1.0], [0.7, -0.9, 1.6], [0.3, -0.2, 0.5], [0.7, 0.1, -0.7], [3.4, -0.5, 0.2], [0.0, 0.0, 0.0], [0.1, 0.0, 0.1], [-0.1, 0.0, 0.1], [0.1, 0.1, -0.1], [0.2, 0.2, 0.0], [0.4, -0.1, 0.1], [-0.1, 1.0, -0.7], [-0.1, 0.1, -0.2], [0.0, 0.0, 0.3], [-0.2, -0.1, 0.2], [0.9, 0.5, -0.2], [-0.3, 0.1, 0.1], [0.1, 0.2, 0.4], [-0.2, 1.4, 1.6], [0.1, 0.1, 0.2], [-0.6, 1.4, 0.5]], "total_charge": -1, "multiplicity": 2, "s_squared": 0.78, "lumo_energy_ev": [1.7, 1.6], "homo_ev": [-3.5, -3.5], "de_lowest_kcal_mol": 75.59, "orbital_gap_ev": [5.138, 5.019]}


The following molar mass values (in g/mol) correspond, in order, to the records above: 173.98 646.55 1135.41.
The following calculated total energy values (in Ha) correspond, in order, to the records above: -453.31832 -4596.73010 -11311.57251.